# 1
{"formula": "C38H35BrClIN7O8P2STeTi", "method": "ωB97M-V with the def2-TZVPD basis set", "symbols": ["Ti", "Cl", "C", "C", "C", "I", "C", "O", "C", "N", "C", "C", "C", "C", "H", "H", "H", "H", "N", "C", "C", "P", "O", "O", "O", "P", "O", "O", "O", "H", "H", "H", "H", "H", "H", "H", "H", "Br", "C", "C", "C", "C", "C", "C", "N", "N", "C", "C", "C", "C", "O", "C", "N", "C", "C", "C", "C", "H", "H", "H", "H", "H", "H", "H", "H", "H", "C", "Te", "C", "H", "H", "H", "H", "H", "H", "S", "C", "C", "C", "N", "C", "C", "C", "C", "C", "N", "C", "C", "H", "H", "H", "H", "H", "H", "H", "H"], "positions_angstrom": [[-0.782, -0.161, -0.317], [2.014, -6.186, 2.012], [1.099, -4.736, 1.783], [0.074, -4.436, 2.632], [-0.680, -3.242, 2.485], [-2.261, -2.815, 3.753], [-0.360, -2.367, 1.489], [-0.927, -1.190, 1.256], [0.650, -2.720, 0.570], [0.758, -1.843, -0.449], [1.683, -2.049, -1.359], [2.546, -3.155, -1.298], [2.413, -4.073, -0.287], [1.419, -3.879, 0.693], [-0.163, -5.118, 3.437], [1.735, -1.336, -2.172], [3.297, -3.280, -2.064], [3.056, -4.941, -0.237], [-3.722, -0.570, -3.702], [-3.564, -1.579, -2.580], [-4.509, -2.749, -2.847], [-1.819, -2.128, -2.528], [-1.865, -2.987, -1.164], [-1.418, -2.927, -3.692], [-1.055, -0.841, -2.192], [-4.048, -0.608, -1.058], [-4.825, -1.610, -0.107], [-4.935, 0.446, -1.607], [-2.783, -0.183, -0.319], [-4.131, -1.007, -4.535], [-2.833, -0.151, -3.993], [-4.349, 0.169, -3.315], [-4.207, -3.278, -3.752], [-5.538, -2.399, -2.952], [-4.488, -3.442, -2.010], [-1.757, -3.932, -1.329], [-4.259, -2.007, 0.567], [-3.607, -1.891, -6.873], [-2.395, -0.430, -6.752], [-1.157, -0.620, -6.154], [-0.276, 0.451, -6.076], [-0.637, 1.689, -6.602], [-1.867, 1.847, -7.230], [-2.765, 0.794, -7.287], [0.247, 2.820, -6.705], [0.967, 3.215, -5.783], [0.893, 2.651, -4.472], [2.063, 2.209, -3.913], [2.092, 1.558, -2.661], [0.920, 1.391, -1.974], [0.804, 0.746, -0.810], [-0.276, 1.956, -2.486], [-1.354, 1.802, -1.677], [-2.492, 2.336, -2.046], [-2.627, 3.062, -3.249], [-1.552, 3.193, -4.086], [-0.316, 2.610, -3.723], [-0.886, -1.590, -5.755], [0.694, 0.307, -5.621], [-2.108, 2.799, -7.684], [-3.724, 0.913, -7.772], [2.979, 2.327, -4.478], [3.023, 1.188, -2.252], [-3.340, 2.201, -1.387], [-3.580, 3.513, -3.487], [-1.638, 3.758, -5.006], [1.236, 0.430, 4.287], [2.202, 0.410, 2.387], [4.168, 0.120, 3.161], [1.406, -0.512, 4.803], [0.168, 0.552, 4.111], [1.603, 1.262, 4.882], [4.406, 0.920, 3.857], [4.863, 0.158, 2.324], [4.244, -0.846, 3.651], [-2.263, 5.079, 3.673], [-1.855, 3.651, 2.737], [-2.484, 2.416, 2.863], [-2.055, 1.367, 2.078], [-1.050, 1.475, 1.201], [-0.433, 2.660, 1.091], [-0.799, 3.760, 1.831], [-3.820, 4.602, 4.390], [-3.871, 4.028, 5.653], [-5.114, 3.683, 6.167], [-6.257, 3.881, 5.517], [-6.194, 4.450, 4.317], [-5.005, 4.829, 3.708], [-3.301, 2.263, 3.554], [-2.507, 0.388, 2.159], [0.388, 2.710, 0.390], [-0.267, 4.693, 1.701], [-2.968, 3.864, 6.225], [-5.189, 3.227, 7.147], [-7.139, 4.614, 3.812], [-5.005, 5.289, 2.729]], "orbital_gap_ev": 6.39, "e_homo_ev": -9.785, "e_above_lowest_ev": 0.000, "total_charge": 1}

***

# 2
{"formula": "C38H35ClIrN2Si2", "method": "ωB97M-V with the def2-TZVPD basis set", "symbols": ["C", "C", "C", "H", "C", "C", "H", "H", "H", "H", "Ir", "Si", "C", "C", "H", "C", "H", "C", "H", "C", "H", "C", "H", "C", "C", "H", "C", "H", "C", "H", "C", "H", "C", "H", "H", "Si", "C", "C", "H", "C", "H", "C", "H", "C", "H", "C", "H", "C", "C", "H", "C", "H", "C", "H", "C", "H", "C", "H", "H", "Cl", "N", "C", "C", "C", "C", "C", "C", "C", "C", "N", "C", "H", "H", "H", "H", "H", "H", "H", "H"], "positions_angstrom": [[2.023, 2.812, 2.655], [2.004, 1.593, 2.019], [1.229, 1.697, 0.776], [2.566, 0.717, 2.299], [0.803, 3.134, 0.732], [1.280, 3.770, 1.856], [1.189, 4.830, 2.086], [2.526, 3.063, 3.583], [1.679, 1.287, -0.142], [0.304, 3.578, -0.147], [-0.255, 0.143, 0.508], [0.301, -1.378, -1.112], [0.169, -3.325, -1.373], [-1.076, -3.909, -1.599], [-1.974, -3.293, -1.690], [-1.215, -5.303, -1.727], [-2.199, -5.740, -1.892], [-0.100, -6.137, -1.651], [-0.212, -7.227, -1.704], [1.155, -5.552, -1.522], [2.036, -6.197, -1.501], [1.296, -4.157, -1.432], [2.306, -3.747, -1.378], [-0.364, -1.169, -2.905], [0.558, -1.495, -3.903], [1.532, -1.893, -3.624], [0.234, -1.352, -5.252], [0.961, -1.617, -6.020], [-1.021, -0.862, -5.623], [-1.271, -0.714, -6.676], [-1.936, -0.559, -4.617], [-2.909, -0.160, -4.901], [-1.627, -0.754, -3.269], [-2.379, -0.551, -2.503], [1.688, -1.145, -1.560], [-1.858, 1.665, -0.724], [-1.019, 2.375, -2.262], [0.304, 1.993, -2.558], [0.761, 1.175, -1.995], [1.031, 2.591, -3.581], [2.070, 2.300, -3.742], [0.442, 3.557, -4.391], [1.022, 4.029, -5.183], [-0.886, 3.906, -4.153], [-1.354, 4.647, -4.803], [-1.606, 3.333, -3.115], [-2.652, 3.608, -2.959], [1.005, -1.545, 0.795], [2.411, -1.294, 0.853], [2.798, -0.403, 0.348], [3.218, -2.231, 1.472], [4.297, -2.075, 1.454], [2.676, -3.373, 2.055], [3.319, -4.116, 2.509], [1.293, -3.622, 2.001], [0.879, -4.547, 2.398], [0.449, -2.721, 1.385], [-0.635, -2.828, 1.306], [-3.164, 2.233, -0.467], [-2.367, -0.903, 0.727], [0.016, -0.323, 2.710], [-0.393, 0.504, 3.809], [0.086, 0.295, 5.098], [-0.343, 1.155, 6.131], [-1.217, 2.201, 5.859], [-1.696, 2.444, 4.550], [-2.487, 3.557, 4.178], [-2.672, 3.818, 2.838], [-2.032, 3.000, 1.886], [-1.488, 1.825, 2.167], [-1.258, 1.562, 3.491], [-0.431, -1.223, 2.887], [1.005, -0.540, 2.874], [0.781, -0.529, 5.302], [0.028, 1.004, 7.145], [-1.524, 2.895, 6.646], [-2.895, 4.194, 4.962], [-3.266, 4.645, 2.452], [-1.945, 3.374, 0.856]], "orbital_gap_ev": [4.82, 4.63], "e_homo_ev": [-8.570, -10.207], "e_above_lowest_ev": 3.046, "total_charge": 1, "spin_multiplicity": 5}

***

# 3
{"formula": "C38H35F6N4O", "method": "ωB97M-V with the def2-TZVPD basis set", "symbols": ["F", "C", "F", "F", "C", "N", "C", "C", "C", "C", "C", "C", "C", "C", "C", "C", "C", "C", "C", "C", "C", "N", "C", "C", "F", "F", "F", "C", "C", "C", "C", "C", "C", "C", "C", "N", "C", "C", "C", "N", "C", "C", "O", "C", "C", "C", "C", "C", "C", "H", "H", "H", "H", "H", "H", "H", "H", "H", "H", "H", "H", "H", "H", "H", "H", "H", "H", "H", "H", "H", "H", "H", "H", "H", "H", "H", "H", "H", "H", "H", "H", "H", "H", "H"], "positions_angstrom": [[1.419, 1.884, -5.945], [2.290, 1.499, -4.975], [2.212, 0.132, -4.855], [3.558, 1.771, -5.434], [2.068, 2.149, -3.641], [3.182, 1.794, -2.756], [4.124, 2.825, -2.522], [3.733, 3.976, -1.811], [4.648, 4.999, -1.587], [5.936, 4.913, -2.131], [6.305, 3.805, -2.908], [5.408, 2.754, -3.082], [3.191, 0.638, -2.016], [4.395, 0.235, -1.398], [4.402, -0.832, -0.514], [3.202, -1.434, -0.128], [3.218, -2.576, 0.880], [1.872, -2.949, 1.460], [1.531, -4.287, 1.660], [0.282, -4.638, 2.152], [-0.617, -3.628, 2.564], [-1.808, -3.929, 3.185], [-2.365, -5.285, 3.193], [-3.267, -5.449, 2.002], [-4.046, -6.567, 2.035], [-4.107, -4.367, 1.881], [-2.509, -5.488, 0.856], [-2.405, -3.022, 4.098], [-3.227, -1.979, 3.647], [-3.976, -1.248, 4.568], [-3.849, -1.513, 5.935], [-2.986, -2.510, 6.392], [-2.279, -3.281, 5.474], [-0.260, -2.277, 2.383], [0.975, -1.943, 1.845], [4.209, -2.391, 1.948], [4.618, -1.189, 2.435], [5.604, -1.113, 3.410], [6.131, -2.292, 3.995], [7.108, -2.252, 4.974], [7.704, -0.968, 5.348], [8.894, -1.114, 6.294], [8.604, -2.023, 7.361], [8.354, -3.339, 6.884], [7.250, -3.416, 5.819], [5.603, -3.526, 3.540], [4.639, -3.538, 2.560], [2.040, -1.136, -0.850], [2.020, -0.122, -1.800], [2.100, 3.231, -3.785], [1.114, 1.807, -3.242], [2.711, 4.022, -1.428], [4.345, 5.872, -1.000], [6.646, 5.724, -1.970], [7.286, 3.759, -3.384], [5.676, 1.871, -3.659], [5.314, 0.769, -1.594], [5.362, -1.181, -0.134], [3.550, -3.461, 0.315], [2.237, -5.081, 1.417], [0.026, -5.686, 2.267], [-1.577, -6.037, 3.138], [-2.970, -5.388, 4.097], [-3.272, -1.770, 2.577], [-4.661, -0.479, 4.207], [-4.438, -0.940, 6.646], [-2.863, -2.714, 7.454], [-1.606, -4.080, 5.788], [-0.966, -1.503, 2.690], [1.211, -0.884, 1.707], [4.144, -0.298, 2.018], [5.914, -0.119, 3.734], [6.964, -0.332, 5.865], [8.046, -0.460, 4.435], [9.786, -1.436, 5.724], [9.097, -0.156, 6.799], [8.054, -3.893, 7.783], [9.281, -3.771, 6.467], [6.311, -3.629, 6.366], [7.477, -4.281, 5.179], [5.911, -4.477, 3.952], [4.143, -4.452, 2.218], [1.133, -1.722, -0.669], [1.109, 0.091, -2.356]], "orbital_gap_ev": 7.19, "e_homo_ev": -10.219, "total_charge": 1, "smiles": "FC(F)(F)CN(c1ccccc1)c1ccc(C(c2ccc(N(CC(F)(F)F)c3ccccc3)cc2)[n+]2ccc(N3CCOCC3)cc2)cc1"}

***

no.,E (Eh)
1,-7984.78332
2,-2721.58784
3,-2362.30540